Record 1
{
  "formula": "C4H12NO4",
  "method": "ωB97M-V/def2-TZVPD",
  "species": ["C", "C", "C", "O", "N", "C", "O", "H", "H", "H", "H", "H", "H", "H", "H", "H", "H", "O", "H", "H", "O"],
  "xyz": [[-0.26, 0.69, 0.10], [-0.06, 0.78, -1.43], [1.31, 1.20, -1.85], [1.66, 1.02, -3.00], [-1.44, 0.18, 0.76], [-0.99, -0.07, 2.32], [-0.12, 0.79, 2.74], [-0.08, 1.72, 0.45], [0.61, 0.17, 0.47], [-0.77, 1.44, -1.93], [-0.25, -0.13, -2.04], [1.89, 2.00, -1.35], [-2.34, 0.60, 0.63], [-2.02, 0.02, 2.74], [-0.67, -1.14, 2.35], [-1.28, -1.82, -1.33], [-1.83, -2.71, -0.22], [-1.65, -2.70, -1.19], [2.05, -0.31, 0.69], [3.22, -1.29, 0.37], [3.02, -0.43, 0.71]],
  "nbo_charge": [-0.198, -0.522, 0.436, -0.559, -0.779, 0.173, -0.893, 0.181, 0.152, 0.227, 0.201, 0.128, 0.349, 0.056, 0.063, 0.478, 0.481, -0.966, 0.478, 0.460, -0.946],
  "total_energy_ev": -14021.36066,
  "e_above_lowest_kcal_mol": 100.45,
  "charge": -1,
  "e_homo_ev": -3.259,
  "spin_multiplicity": 1
}

Record 2
{
  "formula": "C6H12NO",
  "method": "ωB97M-V/def2-TZVPD",
  "species": ["C", "O", "C", "C", "C", "C", "N", "C", "H", "H", "H", "H", "H", "H", "H", "H", "H", "H", "H", "H"],
  "xyz": [[2.58, 0.58, -0.45], [2.90, -0.62, -0.91], [2.03, 0.80, 0.95], [0.65, 0.20, 0.82], [-0.25, 0.45, -0.32], [-1.54, -0.44, -0.47], [-2.60, 0.07, 0.43], [-3.66, -0.81, 0.13], [1.93, 1.15, -1.12], [3.59, 1.43, -0.56], [2.63, 0.27, 1.72], [2.07, 1.88, 1.17], [0.31, -0.44, 1.69], [0.70, -0.38, -0.31], [-0.15, 1.39, -0.83], [-1.78, -0.60, -1.54], [-1.19, -1.43, -0.06], [-4.56, -0.61, 0.75], [-4.06, -0.84, -0.96], [-3.38, -1.97, 0.34]],
  "lowdin_charge": [-0.615, -0.293, -0.194, -0.049, -0.037, -0.374, -0.216, -0.406, 0.064, 0.116, 0.110, 0.113, 0.152, 0.161, 0.120, 0.099, 0.092, 0.037, 0.051, 0.069],
  "total_energy_ev": -9947.66278,
  "e_above_lowest_kcal_mol": 131.06,
  "charge": -1,
  "e_homo_ev": -2.715,
  "spin_multiplicity": 1
}

Record 3
{
  "formula": "C20H34N2O5RhS2",
  "method": "ωB97M-V/def2-TZVPD",
  "species": ["Rh", "C", "N", "C", "C", "O", "C", "O", "C", "C", "O", "N", "C", "C", "H", "H", "H", "H", "H", "H", "H", "H", "H", "H", "H", "H", "H", "H", "H", "H", "O", "S", "C", "C", "C", "C", "H", "H", "H", "H", "H", "H", "H", "H", "C", "C", "C", "C", "C", "C", "C", "S", "C", "O", "H", "H", "H", "H", "H", "H", "H", "H", "H", "H"],
  "xyz": [[-0.12, 0.31, 0.14], [2.75, -1.86, 4.17], [1.68, -1.99, 3.18], [0.87, -3.22, 3.29], [1.50, -1.14, 2.21], [0.60, -1.31, 1.32], [2.39, 0.09, 2.12], [2.05, 0.75, 0.90], [2.40, 2.12, 0.84], [1.49, 2.75, -0.21], [0.62, 2.00, -0.78], [1.63, 4.01, -0.51], [2.66, 4.85, 0.13], [0.78, 4.66, -1.51], [2.40, -2.26, 5.11], [3.63, -2.43, 3.85], [3.02, -0.82, 4.33], [0.31, -3.20, 4.22], [0.20, -3.29, 2.44], [1.55, -4.08, 3.30], [2.20, 0.74, 2.97], [3.44, -0.20, 2.10], [2.24, 2.62, 1.80], [3.44, 2.23, 0.55], [3.64, 4.39, 0.05], [2.68, 5.80, -0.38], [2.41, 5.01, 1.18], [0.00, 3.98, -1.85], [0.33, 5.55, -1.06], [1.39, 4.96, -2.36], [-0.25, -1.06, -1.37], [0.73, -2.22, -1.77], [-0.15, -3.05, -3.13], [0.82, -3.05, -4.31], [1.50, -1.68, -4.30], [1.97, -1.45, -2.86], [-1.03, -2.43, -3.30], [-0.45, -4.04, -2.78], [0.27, -3.23, -5.23], [1.56, -3.85, -4.20], [0.79, -0.90, -4.59], [2.34, -1.64, -4.98], [2.04, -0.41, -2.55], [2.91, -1.96, -2.64], [-4.58, -1.51, -2.42], [-3.91, -0.97, -1.20], [-4.03, -1.63, 0.03], [-3.43, -1.14, 1.19], [-2.72, 0.05, 1.12], [-2.59, 0.74, -0.09], [-3.17, 0.22, -1.24], [-1.92, 0.67, 2.59], [-2.98, 2.02, 3.11], [-0.68, 1.37, 1.95], [-4.37, -2.57, -2.54], [-4.28, -0.98, -3.32], [-5.67, -1.41, -2.32], [-4.60, -2.55, 0.08], [-3.53, -1.69, 2.12], [-2.18, 1.75, -0.11], [-3.09, 0.76, -2.17], [-3.57, 2.40, 2.27], [-2.32, 2.79, 3.50], [-3.62, 1.65, 3.91]],
  "nbo_charge": [1.680, -0.426, -0.318, -0.426, 0.672, -0.694, -0.159, -0.543, -0.156, 0.665, -0.681, -0.299, -0.434, -0.424, 0.252, 0.241, 0.219, 0.236, 0.238, 0.242, 0.233, 0.242, 0.236, 0.244, 0.230, 0.261, 0.233, 0.238, 0.242, 0.245, -0.921, 1.201, -0.559, -0.419, -0.418, -0.568, 0.257, 0.271, 0.270, 0.235, 0.225, 0.266, 0.252, 0.261, -0.653, 0.030, -0.142, -0.174, -0.297, -0.354, -0.088, 1.263, -0.802, -0.990, 0.244, 0.234, 0.268, 0.253, 0.253, 0.260, 0.235, 0.261, 0.279, 0.280],
  "total_energy_ev": -59159.87641,
  "s_squared": 6.0127,
  "e_above_lowest_kcal_mol": 6.38,
  "charge": 3,
  "e_homo_ev": [-17.583, -17.708],
  "spin_multiplicity": 5
}

Record 4
{
  "formula": "C22H47GeNO3P2RhSe",
  "method": "ωB97M-V/def2-TZVPD",
  "species": ["Rh", "C", "O", "C", "C", "O", "C", "H", "H", "H", "H", "H", "H", "H", "H", "H", "H", "C", "P", "C", "C", "C", "C", "C", "C", "C", "P", "C", "C", "H", "H", "H", "H", "H", "H", "H", "H", "H", "H", "H", "H", "H", "H", "H", "H", "C", "N", "C", "C", "O", "H", "H", "H", "H", "H", "H", "H", "C", "Ge", "C", "C", "C", "Se", "C", "H", "H", "H", "H", "H", "H", "H", "H", "H", "H", "H", "H", "H", "H"],
  "xyz": [[0.14, -0.54, -0.12], [0.81, 0.79, 2.75], [0.35, -0.39, 2.07], [-0.80, -0.96, 2.73], [-1.16, -2.22, 2.02], [-1.43, -1.89, 0.65], [-1.85, -3.07, -0.07], [0.85, 0.59, 3.82], [0.14, 1.63, 2.56], [1.81, 1.02, 2.40], [-1.62, -0.24, 2.71], [-0.54, -1.17, 3.77], [-2.05, -2.65, 2.47], [-0.35, -2.96, 2.06], [-2.63, -3.57, 0.50], [-1.01, -3.73, -0.24], [-2.27, -2.73, -1.01], [-0.18, -2.48, -2.91], [-0.06, -0.77, -2.38], [-1.40, 0.12, -3.19], [1.43, -0.14, -3.16], [1.70, -0.36, -4.51], [2.86, 0.17, -5.06], [3.74, 0.92, -4.27], [3.46, 1.13, -2.93], [2.29, 0.60, -2.38], [1.85, 0.82, -0.66], [3.37, 0.48, 0.23], [1.48, 2.57, -0.45], [-0.15, -2.50, -4.01], [-1.11, -2.93, -2.60], [0.66, -3.05, -2.52], [-1.19, 0.11, -4.26], [-1.45, 1.15, -2.85], [-2.36, -0.37, -3.02], [1.03, -0.93, -5.14], [3.09, 0.00, -6.10], [4.64, 1.33, -4.70], [4.15, 1.72, -2.33], [4.09, 1.26, -0.02], [3.78, -0.48, -0.09], [3.24, 0.47, 1.31], [2.30, 3.15, -0.88], [1.38, 2.83, 0.61], [0.56, 2.82, -0.97], [2.92, -4.41, -0.48], [3.02, -3.54, 0.71], [3.98, -3.85, 1.79], [2.24, -2.51, 0.81], [1.37, -2.22, -0.07], [3.69, -5.16, -0.41], [3.05, -3.82, -1.38], [1.94, -4.90, -0.51], [4.54, -4.74, 1.50], [3.46, -4.06, 2.72], [4.68, -3.03, 1.92], [2.36, -1.90, 1.71], [-1.87, 3.47, 3.49], [-3.28, 3.42, 2.18], [-4.52, 1.98, 2.48], [-4.07, 5.11, 1.78], [-2.35, 3.05, 0.40], [-1.82, 1.24, 0.14], [-3.43, 0.44, -0.59], [-2.25, 3.95, 4.40], [-1.03, 4.07, 3.14], [-1.53, 2.47, 3.76], [-4.99, 2.10, 3.45], [-4.02, 1.01, 2.48], [-5.32, 1.98, 1.73], [-4.59, 5.47, 2.68], [-4.80, 5.03, 0.98], [-3.32, 5.85, 1.51], [-1.48, 3.71, 0.37], [-3.04, 3.34, -0.40], [-4.16, 0.42, 0.21], [-3.20, -0.57, -0.91], [-3.79, 1.04, -1.43]],
  "lowdin_charge": [0.667, -0.034, -0.345, -0.162, -0.145, -0.337, -0.033, 0.121, 0.068, 0.067, 0.110, 0.157, 0.157, 0.140, 0.119, 0.102, 0.075, -0.181, 0.847, -0.201, -0.366, -0.045, -0.008, -0.010, -0.044, -0.367, 0.831, -0.182, -0.195, 0.073, 0.039, 0.057, 0.077, 0.047, 0.056, 0.119, 0.133, 0.133, 0.120, 0.078, 0.066, 0.040, 0.078, 0.059, 0.043, 0.024, -0.119, 0.028, -0.280, -0.165, 0.103, 0.100, 0.105, 0.102, 0.106, 0.104, 0.151, -0.205, 0.766, -0.211, -0.195, -0.527, 0.943, -0.296, 0.044, 0.034, 0.004, 0.043, 0.004, 0.038, 0.044, 0.040, 0.040, 0.023, 0.037, 0.029, 0.009, 0.054],
  "total_energy_ev": -174633.63977,
  "e_above_lowest_kcal_mol": 0.00,
  "charge": 3,
  "e_homo_ev": [-16.546, -16.546],
  "spin_multiplicity": 1
}

Record 5
{
  "formula": "H50O25",
  "method": "ωB97M-V/def2-TZVPD",
  "species": ["O", "H", "H", "O", "H", "H", "O", "H", "H", "O", "H", "H", "O", "H", "H", "O", "H", "H", "O", "H", "H", "O", "H", "H", "O", "H", "H", "O", "H", "H", "O", "H", "H", "O", "H", "H", "O", "H", "H", "O", "H", "H", "O", "H", "H", "O", "H", "H", "O", "H", "H", "O", "H", "H", "O", "H", "H", "O", "H", "H", "O", "H", "H", "O", "H", "H", "O", "H", "H", "O", "H", "H", "O", "H", "H"],
  "xyz": [[1.44, 1.61, 3.09], [1.60, 2.52, 2.83], [1.43, 1.12, 2.27], [-3.92, -0.87, -3.12], [-3.36, -0.60, -3.85], [-4.81, -0.74, -3.45], [-0.97, -0.05, -3.98], [-0.65, -0.62, -3.28], [-0.95, -0.60, -4.76], [4.23, 2.82, 1.21], [4.37, 1.99, 1.67], [4.20, 2.59, 0.28], [0.86, -3.84, -3.30], [1.35, -3.67, -4.11], [1.54, -4.09, -2.66], [-0.25, -1.66, -1.81], [-0.40, -2.60, -1.90], [0.66, -1.54, -2.08], [2.30, 0.79, 5.57], [1.67, 0.08, 5.69], [1.96, 1.29, 4.83], [-1.30, 4.81, -3.17], [-1.00, 4.17, -2.53], [-0.59, 4.85, -3.82], [-1.16, 3.94, 1.37], [-1.72, 3.18, 1.18], [-1.32, 4.13, 2.30], [3.19, -4.20, -1.38], [3.01, -3.36, -0.95], [3.95, -4.55, -0.91], [-0.17, 3.26, -1.40], [-0.51, 3.69, -0.62], [0.78, 3.28, -1.30], [-3.16, -0.36, -0.43], [-4.07, -0.11, -0.59], [-2.91, -0.84, -1.22], [-0.82, 0.14, 4.46], [-1.53, 0.68, 4.81], [-0.35, 0.71, 3.86], [-3.45, 1.84, 4.89], [-2.97, 2.54, 4.46], [-3.43, 2.07, 5.82], [1.92, -3.52, 2.06], [2.55, -2.96, 1.61], [1.25, -3.72, 1.40], [-2.85, 1.71, 1.46], [-3.74, 1.85, 1.78], [-2.93, 1.02, 0.81], [2.14, -1.11, -2.93], [2.37, -0.19, -3.07], [2.49, -1.57, -3.69], [2.47, 3.94, -1.31], [3.11, 3.24, -1.24], [2.49, 4.20, -2.24], [-1.72, -4.43, -2.68], [-1.83, -4.32, -1.73], [-0.81, -4.19, -2.85], [-2.36, 1.96, -2.84], [-1.57, 2.24, -2.37], [-2.07, 1.21, -3.36], [-0.19, -4.40, 4.11], [0.41, -3.91, 3.55], [0.37, -5.06, 4.53], [-1.95, -2.16, 5.63], [-1.45, -1.52, 5.13], [-1.31, -2.83, 5.87], [2.45, -1.86, -0.08], [1.96, -1.23, 0.44], [2.59, -1.41, -0.92], [1.51, 1.40, -3.97], [1.78, 2.32, -3.93], [0.55, 1.44, -3.97], [0.21, -0.03, 0.44], [-0.49, 0.56, 0.74], [-0.15, -0.46, -0.33]],
  "lowdin_charge": [-0.031, 0.064, 0.037, -0.030, 0.021, 0.053, -0.037, 0.013, 0.079, -0.031, 0.039, 0.006, -0.022, 0.069, 0.030, -0.040, 0.028, -0.011, -0.068, 0.019, -0.031, -0.063, -0.055, 0.017, -0.052, -0.017, 0.036, -0.039, -0.019, 0.054, -0.046, 0.041, 0.009, -0.046, 0.050, 0.012, -0.036, 0.017, 0.008, -0.034, 0.028, 0.048, -0.040, 0.008, 0.042, -0.036, 0.059, -0.004, -0.033, 0.037, 0.073, -0.009, 0.035, 0.058, -0.046, 0.035, -0.043, -0.054, -0.023, -0.035, -0.045, -0.008, 0.035, -0.067, -0.029, 0.009, -0.057, 0.032, 0.021, -0.035, 0.038, 0.021, -0.034, 0.031, -0.004],
  "total_energy_ev": -52001.01574,
  "e_above_lowest_kcal_mol": 86.28,
  "charge": 0,
  "e_homo_ev": -9.894,
  "spin_multiplicity": 1
}

Record 6
{
  "formula": "C2H4OS2",
  "method": "ωB97M-V/def2-TZVPD",
  "species": ["C", "S", "S", "C", "O", "H", "H", "H", "H"],
  "xyz": [[1.28, -0.40, 1.11], [1.48, 0.37, -0.50], [-0.82, 1.22, -0.07], [-1.69, 0.37, -1.37], [-2.69, 0.80, -1.79], [1.95, -1.20, 1.07], [0.23, -0.92, 1.31], [1.42, 0.17, 1.94], [-1.15, -0.42, -1.69]],
  "nbo_charge": [-0.750, 0.121, 0.055, 0.279, -0.493, 0.217, 0.232, 0.212, 0.127],
  "total_energy_ev": -25854.77338,
  "smiles": "CSSC=O",
  "e_above_lowest_kcal_mol": 39.71,
  "charge": 0,
  "e_homo_ev": -9.659,
  "spin_multiplicity": 1
}